{
  "formula": "C28H82Cl2N14O8P4",
  "method": "ωB97M-V with the def2-TZVPD basis set",
  "smiles": "CN(C)P(=O)(N(C)C)N(C)C.CN(C)P(=O)(N(C)C)N(C)C.CN(C)P(=O)(N(C)C)N(C)C.CN(C)P(=O)(N(C)C)N(C)C.C[N+](=O)[O-].C[N+](=O)[O-].ClCCCl",
  "relative_energy_kcal_mol": 146.5,
  "lumo_energy_ev": 0.111,
  "symbols": ["C", "N", "C", "P", "O", "N", "C", "C", "N", "C", "C", "H", "H", "H", "H", "H", "H", "H", "H", "H", "H", "H", "H", "H", "H", "H", "H", "H", "H", "C", "N", "C", "P", "O", "N", "C", "C", "N", "C", "C", "H", "H", "H", "H", "H", "H", "H", "H", "H", "H", "H", "H", "H", "H", "H", "H", "H", "H", "C", "N", "C", "P", "O", "N", "C", "C", "N", "C", "C", "H", "H", "H", "H", "H", "H", "H", "H", "H", "H", "H", "H", "H", "H", "H", "H", "H", "H", "C", "N", "C", "P", "O", "N", "C", "C", "N", "C", "C", "H", "H", "H", "H", "H", "H", "H", "H", "H", "H", "H", "H", "H", "H", "H", "H", "H", "H", "C", "N", "O", "O", "H", "H", "H", "C", "N", "O", "O", "H", "H", "H", "Cl", "C", "C", "Cl", "H", "H", "H", "H"],
  "coordinates": [[-3.1787, -8.5202, 5.5107], [-4.5486, -8.5453, 6.0594], [-4.5767, -8.4285, 7.5920], [-5.5842, -9.5992, 5.2146], [-5.1412, -11.0015, 5.2810], [-7.1810, -9.2149, 5.7604], [-8.0687, -10.3436, 5.9110], [-7.7952, -7.8836, 5.8126], [-5.4846, -8.7906, 3.6493], [-5.7251, -7.3484, 3.4774], [-4.9519, -9.4752, 2.4750], [-3.2124, -8.5489, 4.4216], [-2.4974, -9.2330, 5.9753], [-2.6795, -7.5644, 5.6699], [-5.5393, -8.8120, 7.9302], [-4.4687, -7.3994, 7.9344], [-3.7139, -9.0171, 7.9041], [-8.8142, -10.2059, 6.6942], [-8.5707, -10.7252, 5.0219], [-7.5817, -11.2461, 6.2804], [-7.1121, -7.1599, 6.2571], [-8.1496, -7.6775, 4.8027], [-8.7623, -7.9033, 6.3150], [-6.7124, -7.1548, 3.0583], [-5.7408, -6.8534, 4.4484], [-4.9651, -6.8691, 2.8603], [-4.4527, -10.3765, 2.8307], [-4.2189, -8.9730, 1.8436], [-5.7884, -9.7803, 1.8462], [5.4923, 2.7804, 0.4472], [5.6965, 3.1127, 1.7767], [4.3636, 3.4516, 2.4552], [6.9648, 2.4424, 2.7513], [6.6720, 1.0878, 3.2723], [8.4174, 2.5119, 1.8272], [9.5279, 1.6363, 2.0764], [8.7416, 3.6362, 0.8936], [7.3024, 3.6606, 3.9347], [7.5470, 5.0875, 3.5559], [8.0577, 3.1876, 5.0560], [4.9723, 3.5439, -0.1313], [5.0201, 1.8095, 0.2978], [6.4189, 2.3995, 0.0177], [4.5620, 4.3342, 3.0632], [4.1131, 2.6577, 3.1588], [3.4974, 3.5128, 1.7963], [9.6556, 0.9842, 1.2124], [10.4727, 2.1642, 2.2065], [9.4055, 1.1365, 3.0372], [8.0824, 4.4822, 1.0882], [9.7730, 3.9751, 0.9907], [8.6409, 3.2711, -0.1285], [6.8283, 5.4400, 2.8160], [7.3402, 5.7059, 4.4293], [8.5769, 5.2308, 3.2290], [9.0368, 2.7746, 4.8132], [7.4591, 2.4132, 5.5357], [8.1153, 4.0164, 5.7616], [2.4415, 3.7568, -10.9820], [1.2361, 3.9213, -10.1209], [0.3930, 5.0547, -10.6449], [1.5100, 3.4594, -8.4590], [2.1282, 2.1303, -8.2608], [2.4569, 4.8297, -7.9283], [3.8678, 4.5657, -7.4409], [1.9052, 6.2142, -7.7549], [-0.0027, 3.8020, -7.6984], [-0.1411, 4.1341, -6.2444], [-1.1426, 3.0261, -8.2443], [2.2247, 3.6592, -12.0457], [2.9358, 2.8148, -10.7446], [3.0992, 4.6246, -10.9324], [-0.6646, 4.8860, -10.4419], [0.6853, 5.2119, -11.6831], [0.6144, 5.8752, -9.9624], [4.5013, 4.3777, -8.3078], [4.3565, 5.3398, -6.8493], [3.8554, 3.6573, -6.8386], [2.2130, 6.7962, -6.8862], [2.3433, 6.8241, -8.5449], [0.8248, 6.3107, -7.6468], [0.4998, 3.5486, -5.5852], [0.1802, 5.1611, -6.0707], [-1.2046, 4.1618, -6.0072], [-1.3375, 2.0998, -7.7038], [-0.9023, 2.6481, -9.2379], [-2.0605, 3.6021, -8.1263], [-5.2827, 2.1843, 2.8032], [-6.1594, 3.3521, 2.8902], [-7.6727, 3.0114, 2.7247], [-5.7922, 4.8027, 3.8014], [-4.4403, 5.4028, 3.4533], [-7.0677, 5.8993, 3.5410], [-7.0286, 6.5507, 2.2888], [-8.3532, 6.1300, 4.2918], [-5.9008, 4.2686, 5.4702], [-5.2246, 5.1700, 6.4643], [-6.9175, 3.3188, 6.0542], [-4.2859, 2.6204, 2.8677], [-5.2551, 1.8021, 1.7827], [-5.4452, 1.3719, 3.5116], [-7.8011, 1.9722, 3.0273], [-7.9468, 3.1327, 1.6767], [-8.2681, 3.7705, 3.2319], [-6.0322, 6.6120, 1.8512], [-7.6349, 6.1283, 1.4875], [-7.2869, 7.5974, 2.4498], [-8.8493, 5.1637, 4.3821], [-8.2298, 6.5016, 5.3090], [-9.0594, 6.7745, 3.7684], [-4.1473, 5.0168, 6.5278], [-5.3144, 6.1338, 5.9633], [-5.6978, 5.1495, 7.4461], [-6.4696, 2.6553, 6.7939], [-7.3098, 2.5776, 5.3579], [-7.7084, 3.8682, 6.5648], [7.3662, -3.6451, -8.7553], [6.3412, -4.0258, -9.6948], [6.1736, -3.2610, -10.6040], [5.7655, -5.1404, -9.5961], [7.1705, -2.6113, -8.4707], [8.2910, -3.8604, -9.2906], [7.4155, -4.3277, -7.9070], [7.1034, -5.2673, 1.2964], [8.3069, -4.9472, 0.5083], [9.4011, -5.2782, 1.0178], [8.0884, -4.3635, -0.5607], [6.7375, -6.2063, 0.8809], [6.3088, -4.5219, 1.2651], [7.3442, -5.4512, 2.3434], [-0.8467, -3.7827, -3.1857], [0.6486, -3.0686, -3.9133], [1.5060, -4.2177, -4.5239], [1.9503, -5.5249, -3.3702], [1.2441, -2.7246, -3.0676], [0.4663, -2.2851, -4.6488], [2.4837, -3.9331, -4.9127], [0.9613, -4.7846, -5.2789]]
}

{
  "formula": "H2N2O3Si",
  "method": "ωB97M-V with the def2-TZVPD basis set",
  "smiles": "O=N[SiH2][N+](=O)[O-]",
  "relative_energy_kcal_mol": 47.5,
  "lumo_energy_ev": [-2.018, -1.969],
  "symbols": ["O", "N", "Si", "N", "O", "O", "H", "H"],
  "coordinates": [[0.4627, 2.5999, -0.1546], [-0.2069, 1.7316, 0.5162], [-0.7649, 0.1353, -0.0067], [0.6693, -1.1988, 0.0590], [0.9003, -1.6354, -1.0719], [1.3223, -1.5603, 1.0439], [-0.9829, 0.1166, -1.5424], [-1.3999, -0.1888, 1.1565]]
}

{
  "formula": "C5H8O",
  "method": "ωB97M-V with the def2-TZVPD basis set",
  "smiles": "O[C@@H]1C=CCC1",
  "relative_energy_kcal_mol": 17.1,
  "lumo_energy_ev": 1.069,
  "symbols": ["O", "C", "C", "C", "C", "C", "H", "H", "H", "H", "H", "H", "H", "H"],
  "coordinates": [[-1.9380, -0.9980, 0.5617], [-0.9787, -0.4491, -0.3314], [0.3146, -1.2251, -0.3344], [1.3713, -0.4590, -0.0760], [1.0083, 0.9937, 0.0992], [-0.5362, 1.0006, 0.0102], [-1.4626, -1.2705, 1.3578], [-1.4729, -0.4854, -1.3087], [0.3332, -2.2965, -0.5155], [2.3983, -0.8115, -0.0193], [1.4592, 1.5982, -0.6980], [1.3891, 1.4009, 1.0443], [-0.8867, 1.7073, -0.7476], [-0.9991, 1.2944, 0.9578]]
}

{
  "formula": "C4H11NO2S",
  "method": "ωB97M-V with the def2-TZVPD basis set",
  "relative_energy_kcal_mol": 18.4,
  "total_charge": -2,
  "lumo_energy_ev": 5.948,
  "symbols": ["C", "C", "C", "S", "N", "C", "O", "H", "H", "H", "H", "H", "H", "H", "H", "H", "H", "H", "O"],
  "coordinates": [[1.0459, -0.8821, 0.8402], [0.3313, 0.1714, -0.0051], [-0.8309, 0.9565, 0.6271], [-2.2017, 0.0212, 1.5469], [1.2337, 1.1361, -0.6005], [2.0294, 0.7704, -1.8375], [3.0321, 1.5788, -2.1406], [1.8846, -1.1927, 0.2309], [1.5332, -0.4092, 1.7105], [0.3440, -1.5682, 1.3158], [-0.1006, -0.3784, -0.8571], [-1.2941, 1.4578, -0.2228], [-0.5181, 1.6893, 1.3642], [1.7904, 1.7664, -0.0411], [1.2453, 0.7137, -2.6521], [2.3685, -0.2920, -1.6250], [-2.4303, -2.4540, -0.7444], [-1.8380, -2.2873, 0.5882], [-1.9147, -2.9547, -0.1244]]
}

{
  "formula": "C42H40Br4IrN2O2",
  "method": "ωB97M-V with the def2-TZVPD basis set",
  "multiplicity": 2,
  "lumo_energy_ev": [-1.399, -1.834],
  "symbols": ["Ir", "Br", "C", "C", "Br", "C", "Br", "C", "O", "C", "O", "C", "Br", "C", "C", "C", "C", "C", "C", "C", "C", "C", "C", "C", "C", "N", "C", "C", "N", "C", "C", "C", "C", "C", "C", "C", "C", "C", "C", "C", "C", "C", "C", "C", "C", "C", "C", "C", "C", "C", "C", "H", "H", "H", "H", "H", "H", "H", "H", "H", "H", "H", "H", "H", "H", "H", "H", "H", "H", "H", "H", "H", "H", "H", "H", "H", "H", "H", "H", "H", "H", "H", "H", "H", "H", "H", "H", "H", "H", "H", "H"],
  "coordinates": [[-0.1826, -1.2730, -0.8684], [4.1826, -4.5870, -5.0823], [2.9679, -4.1804, -3.6995], [2.6731, -5.1267, -2.7135], [3.4839, -6.8278, -2.7492], [1.7750, -4.8184, -1.6945], [1.3194, -6.0212, -0.3200], [1.1735, -3.5668, -1.6561], [0.2999, -3.2001, -0.7234], [1.4699, -2.6167, -2.6457], [0.8432, -1.4277, -2.5315], [2.3655, -2.9229, -3.6602], [2.7056, -1.5974, -4.9531], [-2.0669, -3.7292, 1.7419], [-1.8430, -2.4530, 2.5594], [-2.6829, -2.4549, 3.8359], [-0.3621, -2.2803, 2.8349], [0.2693, -2.9985, 3.8438], [1.6359, -2.8856, 4.0517], [2.3974, -2.0536, 3.2474], [1.8095, -1.3119, 2.2285], [2.6578, -0.4392, 1.3231], [3.5078, 0.5543, 2.1160], [3.5228, -1.3137, 0.4102], [0.4339, -1.4436, 2.0553], [-0.1823, -0.6880, 0.9986], [-0.5928, 0.5287, 1.2434], [-0.9271, 1.2895, 0.0717], [-0.7078, 0.6774, -1.0514], [-0.8694, 1.4493, -2.2531], [-2.0282, 1.3473, -3.0309], [-2.1327, 2.2118, -4.1172], [-1.1356, 3.1191, -4.4313], [0.0009, 3.1865, -3.6491], [0.1533, 2.3629, -2.5395], [1.4136, 2.4754, -1.6960], [2.5950, 1.8413, -2.4288], [1.7170, 3.9225, -1.3029], [-3.1687, 0.3571, -2.8438], [-3.6733, 0.1517, -1.4137], [-2.8520, -0.9821, -3.5324], [-1.3578, 2.6283, 0.4973], [-1.8043, 3.7618, -0.1235], [-2.1204, 4.8862, 0.6836], [-1.9839, 4.8730, 2.0486], [-1.5166, 3.7086, 2.7141], [-1.3134, 3.5377, 4.1094], [-0.8467, 2.3461, 4.6047], [-0.5514, 1.2386, 3.7694], [-0.7454, 1.3784, 2.4217], [-1.2231, 2.6150, 1.9096], [-3.1274, -3.8550, 1.5150], [-1.7354, -4.6023, 2.3091], [-1.5056, -3.7120, 0.8057], [-2.1774, -1.6057, 1.9547], [-2.4773, -3.3326, 4.4507], [-3.7436, -2.4780, 3.5820], [-2.4968, -1.5650, 4.4407], [-0.3122, -3.6643, 4.4683], [2.1102, -3.4582, 4.8381], [3.4662, -1.9833, 3.4075], [1.9953, 0.1401, 0.6774], [4.2755, 0.0444, 2.7012], [2.8956, 1.1428, 2.8020], [4.0154, 1.2403, 1.4357], [4.2501, -1.8812, 0.9947], [4.0674, -0.6971, -0.3077], [2.9115, -2.0257, -0.1494], [-3.0230, 2.1608, -4.7327], [-1.2480, 3.7743, -5.2856], [0.7813, 3.8946, -3.8957], [1.2680, 1.9139, -0.7723], [2.7725, 2.3471, -3.3814], [2.4088, 0.7896, -2.6315], [3.5040, 1.9252, -1.8283], [2.0128, 4.5187, -2.1677], [2.5452, 3.9479, -0.5929], [0.8545, 4.4028, -0.8370], [-3.9996, 0.8016, -3.3985], [-3.0313, -0.5260, -0.8466], [-4.6655, -0.3011, -1.4479], [-3.7526, 1.0951, -0.8699], [-1.9141, -1.4115, -3.1708], [-2.7548, -0.8509, -4.6108], [-3.6440, -1.7079, -3.3429], [-1.9177, 3.8149, -1.1989], [-2.4774, 5.7847, 0.1977], [-2.2307, 5.7561, 2.6251], [-1.5256, 4.3572, 4.7851], [-0.6957, 2.2415, 5.6710], [-0.1817, 0.3153, 4.1975]]
}